<P>
DFT (wB97M-V/def2-TZVPD) results for a structure of composition C6H7NO2.

Values from the calculation:
Net charge ... 0
Multiplicity ... 1
Kohn-Sham gap ... 8.8 eV

Each line ends with the natural charge from an NBO analysis.
Geometry (Å):
C 1.927 1.064 0.495  -0.616
C 1.137 0.160 -0.470  -0.025
C -0.295 -1.237 -0.129  0.086
C -1.504 -1.709 0.180  0.002
C -1.658 0.487 -0.146  0.605
C -0.399 0.154 -0.423  -0.280
H 3.071 1.138 0.188  0.210
H 1.453 2.107 0.373  0.217
H 1.856 0.696 1.540  0.224
H 1.644 0.348 -1.460  0.197
H 1.556 -1.842 -0.787  0.366
H -1.994 -2.626 0.610  0.214
H -3.245 1.514 0.055  0.497
N 1.172 -1.270 -0.066  -0.588
O -2.394 -0.625 0.186  -0.450
O -2.325 1.642 -0.147  -0.660

<Q>
DFT (wB97M-V/def2-TZVPD) results for an isolated molecule of C6H7NO2.

Values from the calculation:
Net charge ... 0
Multiplicity ... 1
Kohn-Sham gap ... 8.9 eV
SMILES ... [O-][n+]1cccc(CO)c1

Each line ends with the natural charge from an NBO analysis.
Geometry (Å):
C -1.966 -0.439 0.435  -0.078
C -0.533 -0.024 0.177  -0.056
C -0.143 1.256 0.072  -0.201
C 1.176 1.570 -0.163  -0.223
C 2.151 0.648 -0.285  -0.031
C 0.496 -0.997 0.085  -0.015
H -2.863 -1.462 -1.080  0.479
H -1.998 -1.284 1.114  0.185
H -2.413 0.438 0.880  0.184
H -0.924 2.020 0.196  0.223
H 1.584 2.532 -0.307  0.230
H 3.232 0.755 -0.474  0.236
H 0.533 -2.049 0.368  0.240
N 1.822 -0.679 -0.158  0.098
O -2.742 -0.557 -0.753  -0.719
O 2.589 -1.728 -0.105  -0.555

Of them, the most stable is <Q> and the least stable is <P>.

<P>
DFT (wB97M-V/def2-TZVPD) results for the ion C5H15N2 with charge +2.

Values from the calculation:
⟨S²⟩ ... 0.754
Net charge ... +2
Multiplicity ... 2
Kohn-Sham gap (alpha / beta) ... 12.6 / 8.9 eV

Each line ends with the natural charge from an NBO analysis.
Geometry (Å):
C 2.209 0.642 0.025  -0.241
C 0.879 1.442 0.157  -0.441
C -0.208 1.106 -0.891  -0.402
C -0.932 -0.291 -0.805  -0.305
N -1.684 -0.424 0.425  -0.083
C -2.886 -1.178 0.517  -0.489
N 2.168 -0.794 0.447  -0.673
H 2.928 1.105 0.693  0.254
H 2.495 0.720 -1.018  0.246
H 0.570 1.446 1.206  0.216
H 1.205 2.456 -0.089  0.285
H 0.273 1.147 -1.867  0.255
H -1.031 1.798 -0.762  0.253
H -0.284 -1.130 -1.072  0.247
H -1.690 -0.190 -1.588  0.266
H -1.044 -0.380 1.223  0.399
H -3.512 -0.817 1.325  0.293
H -2.738 -2.250 0.723  0.310
H -3.425 -1.025 -0.413  0.262
H 3.139 -1.084 0.619  0.467
H 1.775 -1.453 -0.224  0.446
H 1.793 -0.847 1.367  0.436

<Q>
DFT (wB97M-V/def2-TZVPD) results for a cluster of 2 separate species, C5H15N2 in total.

Values from the calculation:
⟨S²⟩ ... 0.756
Net charge ... +2
Multiplicity ... 2
Kohn-Sham gap (alpha / beta) ... 10.9 / 7.5 eV

Each line ends with the natural charge from an NBO analysis.
Geometry (Å):
C 1.137 0.182 0.926  -0.297
N 1.518 -1.125 0.174  -0.077
C 2.345 -0.895 -0.914  -0.497
C 0.025 0.411 -0.023  0.168
N -0.686 2.180 0.726  -0.828
C -2.144 -0.951 -0.745  -0.607
C -1.175 -0.402 0.394  -0.531
H 1.928 0.848 0.851  0.256
H 0.862 -0.060 1.969  0.296
H 0.623 -1.592 -0.134  0.432
H 3.160 -0.147 -0.717  0.272
H 2.749 -1.886 -1.207  0.318
H 1.720 -0.490 -1.702  0.286
H 0.087 0.718 -1.057  0.263
H 0.057 2.841 0.676  0.419
H -1.411 2.611 0.146  0.438
H -1.119 2.243 1.721  0.454
H -2.953 -1.567 -0.365  0.275
H -2.524 -0.100 -1.365  0.235
H -1.562 -1.603 -1.418  0.211
H -0.819 -1.294 0.959  0.229
H -1.819 0.077 1.104  0.285

Of them, the most stable is <P> and the least stable is <Q>.

<P>
DFT (wB97M-V/def2-TZVPD) results for an isolated molecule of C19H26N2O2.

Values from the calculation:
Net charge ... 0
Multiplicity ... 1
Kohn-Sham gap ... 8.0 eV
SMILES ... O=C([O-])[C@H]1CCC[N@@H+]1[C@H](/C=C/N1CCCCC1)c1ccccc1

Each line ends with the natural charge from an NBO analysis.
Geometry (Å):
C -4.996 -1.880 -0.903  -0.401
C -4.850 -0.376 -1.136  -0.406
C -3.820 0.276 -0.216  -0.197
N -2.565 -0.467 -0.213  -0.417
C -1.403 0.173 -0.369  0.151
C -0.163 -0.391 -0.239  -0.415
C 1.114 0.362 -0.412  -0.070
C 2.254 -0.570 -0.818  -0.040
C 3.035 -0.267 -1.941  -0.213
C 4.178 -1.025 -2.208  -0.202
C 4.495 -2.114 -1.388  -0.220
C 3.654 -2.468 -0.324  -0.197
C 2.532 -1.682 -0.030  -0.189
C -2.710 -1.845 0.235  -0.209
C -3.669 -2.608 -0.684  -0.403
H -5.645 -2.044 -0.035  0.199
H -5.501 -2.320 -1.768  0.213
H -4.560 -0.193 -2.178  0.197
H -5.809 0.127 -0.979  0.212
H -3.610 1.304 -0.533  0.205
H -4.212 0.294 0.816  0.192
H -1.493 1.237 -0.645  0.188
H -0.074 -1.458 -0.032  0.204
H 0.993 1.167 -1.153  0.210
H 2.763 0.595 -2.559  0.216
H 4.806 -0.762 -3.059  0.220
H 5.407 -2.684 -1.571  0.220
H 3.862 -3.350 0.279  0.219
H 1.879 -1.933 0.813  0.217
H -1.739 -2.345 0.274  0.216
H -3.134 -1.826 1.255  0.199
H -3.852 -3.596 -0.251  0.212
H -3.179 -2.770 -1.652  0.199
O 0.620 1.878 3.707  -0.731
C 0.014 1.467 2.699  0.742
C 0.572 2.102 1.344  -0.161
C 1.368 3.383 1.551  -0.429
C 2.800 3.143 1.065  -0.425
C 2.942 1.651 0.781  -0.222
N 1.539 1.058 0.826  -0.367
O -0.884 0.615 2.521  -0.743
H -0.251 2.206 0.632  0.212
H 0.879 4.200 1.010  0.210
H 1.371 3.636 2.616  0.269
H 3.006 3.711 0.150  0.207
H 3.535 3.450 1.816  0.229
H 3.395 1.471 -0.196  0.229
H 3.534 1.133 1.550  0.226
H 1.567 0.337 1.553  0.446

<Q>
DFT (wB97M-V/def2-TZVPD) results for an isolated molecule of C19H26N2O2.

Values from the calculation:
Net charge ... 0
Multiplicity ... 1
Kohn-Sham gap ... 9.4 eV
SMILES ... CCC1(CC)Cc2ccccc2C(CC(=O)N2CCOCC2)=N1

Each line ends with the natural charge from an NBO analysis.
Geometry (Å):
C -1.818 -3.526 0.028  -0.594
H -2.238 -3.444 1.024  0.211
H -0.737 -3.460 0.112  0.203
C -2.348 -2.429 -0.889  -0.398
H -3.407 -2.602 -1.087  0.202
H -1.824 -2.507 -1.844  0.198
C -2.179 -0.991 -0.341  0.110
N -1.132 -0.980 0.655  -0.454
C -0.504 0.089 0.924  0.297
C -0.713 1.363 0.222  -0.089
C -0.267 2.591 0.703  -0.177
C -0.513 3.748 -0.014  -0.224
C -1.207 3.692 -1.212  -0.183
C -1.653 2.474 -1.697  -0.210
C -1.415 1.308 -0.989  0.004
C -1.845 -0.034 -1.501  -0.433
H -1.023 -0.458 -2.090  0.217
H -2.707 0.064 -2.164  0.223
H -2.194 2.427 -2.632  0.211
H -1.402 4.597 -1.768  0.214
H -0.161 4.696 0.363  0.217
H 0.281 2.651 1.630  0.234
C 0.514 0.021 2.031  -0.545
C 1.916 0.368 1.542  0.698
O 2.458 1.413 1.852  -0.640
N 2.535 -0.554 0.773  -0.436
C 1.975 -1.775 0.239  -0.263
H 0.979 -1.960 0.632  0.246
C 1.908 -1.657 -1.290  -0.075
H 1.572 -2.595 -1.735  0.197
O 3.174 -1.386 -1.842  -0.523
C 3.709 -0.189 -1.322  -0.077
H 4.687 -0.064 -1.788  0.198
C 3.836 -0.257 0.203  -0.258
H 4.178 0.696 0.607  0.252
H 4.535 -1.053 0.480  0.195
H 3.063 0.660 -1.594  0.168
H 1.204 -0.853 -1.554  0.161
H 2.639 -2.606 0.505  0.197
H 0.259 0.751 2.801  0.247
H 0.493 -0.975 2.473  0.245
C -3.481 -0.491 0.329  -0.397
C -3.917 -1.297 1.545  -0.611
H -3.103 -1.366 2.262  0.215
H -4.222 -2.300 1.261  0.201
H -4.763 -0.808 2.025  0.211
H -3.319 0.547 0.634  0.207
H -4.276 -0.497 -0.420  0.202
H -2.074 -4.500 -0.383  0.205

Of them, the most stable is <Q> and the least stable is <P>.